(1)
Below is a cluster of 2 separate species, C2H6N3S in total, with properties calculated with the ωB97M-V functional and the def2-TZVPD basis.

Geometry as XYZ:
```
12
Properties=species:S:1:pos:R:3
C 3.351 -0.045 0.183
C -1.109 -0.502 0.126
N 4.229 -0.838 0.272
N -0.275 -0.993 -0.623
N -1.200 0.989 -0.042
S 1.954 0.682 -0.109
H -1.727 -0.786 0.937
H 4.904 -1.550 0.115
H 0.074 -1.885 -0.532
H -1.325 1.216 -1.009
H -0.425 1.490 0.360
H -2.025 1.159 0.416
```

Properties
Charge: +1
Frontier orbital gap in eV: 8.92
HOMO level in eV: -12.8
Molar mass in g/mol: 104.16
Energy relative to the best compared isomer or geometry (same formula, charge and spin) in kcal/mol: 47.8
F_max in Eh/bohr: 0.0679

---

(2)
Below is a structure of composition C37H35CdN5O7SSb2, with properties calculated with the ωB97M-V functional and the def2-TZVPD basis.

Geometry as XYZ:
```
88
Properties=species:S:1:pos:R:3
Cd -1.934 2.168 -3.231
N -3.077 3.379 -4.995
C -2.444 2.869 -6.185
C -2.009 1.356 -6.067
O -2.064 0.760 -7.112
N -1.647 0.900 -4.873
C -1.303 -0.530 -4.817
C -0.276 -0.806 -3.707
O 0.224 -1.958 -3.551
O 0.049 0.224 -2.992
H -4.115 3.277 -5.063
H -2.899 4.408 -4.963
H -1.533 3.415 -6.547
H -3.088 2.975 -7.017
H -0.857 -0.829 -5.836
H -2.150 -1.179 -4.498
C -0.277 -1.810 -0.433
C -0.199 -1.912 1.064
C -0.268 -0.610 1.856
Sb 0.685 -0.914 3.800
C -0.991 -2.141 4.440
C -0.667 -3.145 5.351
C -1.632 -3.693 6.226
C -2.951 -3.282 6.105
C -3.317 -2.494 5.003
C -2.320 -1.963 4.123
C 0.112 0.638 5.073
C -0.063 0.269 6.425
C -0.811 1.055 7.254
C -1.133 2.376 6.882
C -0.799 2.838 5.577
C -0.244 1.934 4.726
Sb 1.419 -1.031 -1.604
C 3.440 -0.211 -2.449
C 4.608 -0.975 -2.547
C 5.662 -0.426 -3.332
C 5.533 0.869 -3.849
C 4.362 1.570 -3.768
C 3.350 1.094 -2.891
C 2.167 -2.985 -2.095
C 2.491 -3.279 -3.395
C 2.626 -4.596 -3.790
C 2.395 -5.667 -2.846
C 1.996 -5.304 -1.555
C 2.047 -3.962 -1.134
H -1.123 -1.149 -0.756
H -0.312 -2.761 -0.982
H 0.703 -2.541 1.253
H -1.041 -2.601 1.385
H -1.281 -0.273 2.129
H 0.191 0.196 1.324
H 0.391 -3.340 5.689
H -1.322 -4.365 7.026
H -3.707 -3.483 6.881
H -4.333 -2.204 4.732
H -2.657 -1.268 3.341
H 0.222 -0.760 6.806
H -1.009 0.770 8.244
H -1.721 3.064 7.500
H -1.092 3.834 5.116
H -0.043 2.142 3.656
H 4.668 -2.044 -2.244
H 6.465 -1.091 -3.614
H 6.366 1.337 -4.301
H 4.136 2.487 -4.366
H 2.489 1.737 -2.731
H 2.648 -2.434 -4.060
H 2.955 -4.771 -4.836
H 2.471 -6.696 -3.117
H 1.620 -6.103 -0.869
H 1.973 -3.611 -0.081
O -2.632 3.296 2.651
C -2.108 4.372 2.121
O -1.902 5.455 2.714
C -1.631 4.274 0.714
C -0.959 5.274 -0.026
N -0.858 4.845 -1.331
N -1.285 3.582 -1.482
C -1.727 3.168 -0.310
C -2.380 1.870 -0.231
O -2.553 1.332 0.869
O -2.698 1.305 -1.337
H -2.641 2.436 1.992
H -0.535 6.183 0.453
H -0.473 5.344 -2.140
S 3.244 0.753 3.154
C 2.883 0.086 1.666
N 2.500 -0.317 0.634
```

Properties
Charge: -2
Frontier orbital gap (alpha / beta) in eV: 5.54 / 3.33
HOMO level (alpha / beta) in eV: -1.3 / 0.9
Molar mass in g/mol: 1049.71
Energy relative to the best compared isomer or geometry (same formula, charge and spin) in kcal/mol: 118.3
F_max in Eh/bohr: 0.0690

---

(3)
Below is the molecule C5H7PS, with properties calculated with the ωB97M-V functional and the def2-TZVPD basis.

Geometry as XYZ:
```
14
Properties=species:S:1:pos:R:3
C 1.055 -0.761 -1.400
P 1.456 0.456 -0.133
S 3.319 0.094 0.464
C 0.699 1.937 -0.866
C -0.564 1.926 -0.663
C -1.201 1.302 0.453
C 0.019 0.525 1.148
H 0.882 -1.795 -1.056
H 1.812 -0.850 -2.162
H 0.172 -0.652 -1.886
H -1.719 1.857 1.278
H -1.922 0.638 0.232
H 0.359 1.193 1.826
H -0.146 -0.350 1.611
```

Properties
Charge: 0
Frontier orbital gap in eV: 7.65
HOMO level in eV: -8.8
Molar mass in g/mol: 130.15
Energy relative to the best compared isomer or geometry (same formula, charge and spin) in kcal/mol: 88.2
Structure (SMILES): C[P@@]1(=S)C#CCC1
F_max in Eh/bohr: 0.1129

---

(4)
Below is the molecule C22H36N4O3, with properties calculated with the ωB97M-V functional and the def2-TZVPD basis.

Geometry as XYZ:
```
65
Properties=species:S:1:pos:R:3
C -1.994 4.802 -1.487
O -1.524 3.785 -2.339
C -2.092 3.865 -3.632
C -1.544 2.727 -4.465
C -1.963 1.360 -3.934
C -1.254 0.208 -4.645
C 0.264 0.258 -4.574
O 0.967 0.032 -5.545
N 0.784 0.557 -3.358
C 2.219 0.679 -3.140
C 2.480 1.603 -1.954
C 2.006 0.981 -0.641
C 2.711 -0.354 -0.405
N 2.429 -0.943 0.921
C 3.109 -2.225 1.143
C 1.137 -0.886 1.430
O 0.149 -0.593 0.773
C 1.020 -1.157 2.870
C 1.896 -0.956 3.906
N 1.299 -1.212 5.102
C 0.063 -1.562 4.804
N -0.167 -1.536 3.471
C -1.450 -1.820 2.832
C -2.356 -2.567 3.797
C -2.389 -1.898 5.169
C -3.422 -2.536 6.086
C -0.990 -1.971 5.779
C 2.410 -1.299 -1.575
C 2.860 -0.687 -2.900
H -1.512 4.672 -0.521
H -1.747 5.796 -1.880
H -3.081 4.741 -1.357
H -3.189 3.801 -3.560
H -1.846 4.833 -4.088
H -1.882 2.845 -5.499
H -0.454 2.807 -4.476
H -1.780 1.324 -2.857
H -3.044 1.239 -4.053
H -1.575 -0.747 -4.220
H -1.503 0.191 -5.706
H 0.157 0.756 -2.597
H 2.635 1.109 -4.052
H 3.555 1.800 -1.905
H 1.982 2.561 -2.116
H 2.212 1.659 0.192
H 0.929 0.833 -0.655
H 3.792 -0.160 -0.392
H 3.109 -2.482 2.197
H 2.642 -3.040 0.584
H 4.145 -2.132 0.814
H 2.918 -0.622 3.837
H -1.901 -0.876 2.523
H -1.269 -2.395 1.926
H -3.357 -2.611 3.365
H -2.008 -3.599 3.914
H -2.647 -0.842 5.023
H -3.207 -3.599 6.222
H -3.419 -2.066 7.071
H -4.427 -2.447 5.671
H -0.793 -3.000 6.101
H -0.902 -1.345 6.667
H 2.910 -2.258 -1.438
H 1.334 -1.495 -1.594
H 2.618 -1.346 -3.734
H 3.948 -0.561 -2.893
```

Properties
Charge: 0
Frontier orbital gap in eV: 9.31
HOMO level in eV: -8.6
Molar mass in g/mol: 404.56
Energy relative to the best compared isomer or geometry (same formula, charge and spin) in kcal/mol: 10.3
Structure (SMILES): COCCCCC(=O)N[C@H]1CC[C@@H](N(C)C(=O)c2cnc3n2CC[C@@H](C)C3)CC1
F_max in Eh/bohr: 0.0076

---

(5)
Below is the ion C3H9N2O with charge +1, with properties calculated with the ωB97M-V functional and the def2-TZVPD basis.

Geometry as XYZ:
```
15
Properties=species:S:1:pos:R:3
N 0.924 -0.987 0.448
C 1.467 0.283 0.161
C 0.410 1.159 -0.583
O -0.684 1.217 0.442
C -1.424 0.201 0.501
N -1.781 -0.645 -0.436
H 1.068 -1.735 -0.264
H 1.242 -1.552 1.282
H 2.454 0.461 -0.317
H 1.438 0.657 1.205
H 0.876 2.118 -0.807
H 0.060 0.652 -1.546
H -2.181 0.168 1.378
H -1.231 -0.883 -1.314
H -2.636 -1.114 -0.148
```

Properties
Charge: +1
Frontier orbital gap in eV: 10.51
HOMO level in eV: -14.2
Molar mass in g/mol: 89.12
Energy relative to the best compared isomer or geometry (same formula, charge and spin) in kcal/mol: 57.1
Structure (SMILES): NCCOC=[NH2+]
F_max in Eh/bohr: 0.0871

---

(6)
Below is a cluster of 2 separate species, C3H6Br2S in total, with properties calculated with the ωB97M-V functional and the def2-TZVPD basis.

Geometry as XYZ:
```
12
Properties=species:S:1:pos:R:3
C -0.521 -0.943 -0.569
C -0.212 2.264 0.355
C 0.794 -0.331 -0.331
S -0.359 -2.811 -0.192
Br 0.272 2.279 2.168
Br 2.194 -0.608 -1.583
H -0.669 -1.170 -1.590
H -1.396 -0.794 0.112
H -0.010 3.143 -0.283
H -1.145 1.707 0.077
H 1.120 -0.186 0.756
H -0.066 -2.551 1.080
```

Properties
Charge: 0
Frontier orbital gap (alpha / beta) in eV: 8.32 / 7.80
HOMO level (alpha / beta) in eV: -8.7 / -8.1
Molar mass in g/mol: 233.96
Energy relative to the best compared isomer or geometry (same formula, charge and spin) in kcal/mol: 87.5
F_max in Eh/bohr: 0.0493

---

(7)
Below is a structure of composition C42H50HfI2N8O2P, with properties calculated with the ωB97M-V functional and the def2-TZVPD basis.

Geometry as XYZ:
```
106
Properties=species:S:1:pos:R:3
Hf 0.777 -0.652 -0.858
C 1.968 -2.417 2.918
C 0.815 -2.129 1.996
C 0.827 -2.755 0.727
C 2.050 -3.518 0.260
C -0.378 -2.851 -0.022
C -0.510 -3.942 -1.064
C -1.504 -2.089 0.365
C -2.736 -2.124 -0.499
C -1.477 -1.395 1.591
C -2.685 -0.651 2.074
C -0.346 -1.459 2.428
C -0.458 -0.851 3.797
H 2.923 -2.438 2.398
H 1.833 -3.423 3.327
H 2.049 -1.749 3.765
H 2.153 -4.466 0.794
H 2.975 -2.960 0.430
H 2.001 -3.755 -0.803
H -0.189 -3.676 -2.069
H -1.550 -4.250 -1.137
H 0.062 -4.812 -0.749
H -3.418 -2.911 -0.169
H -2.481 -2.324 -1.538
H -3.292 -1.190 -0.461
H -3.395 -0.412 1.291
H -2.410 0.275 2.576
H -3.220 -1.252 2.815
H -0.594 0.231 3.739
H 0.397 -1.045 4.431
H -1.337 -1.240 4.310
I -2.011 -2.664 -4.790
C 0.035 -2.549 -4.579
C 0.877 -3.160 -5.554
C 2.245 -3.085 -5.486
I 3.383 -3.989 -6.957
C 2.859 -2.381 -4.396
C 4.240 -2.166 -4.245
C 4.703 -1.423 -3.183
C 3.796 -0.944 -2.239
N 2.485 -1.158 -2.309
C 2.019 -1.824 -3.412
C 0.617 -1.887 -3.537
O -0.044 -1.285 -2.513
H 0.402 -3.687 -6.369
H 4.927 -2.568 -4.977
H 5.756 -1.217 -3.061
H 4.145 -0.364 -1.398
C 1.380 3.350 -3.692
C 1.255 2.220 -2.792
N 1.155 1.323 -2.080
H 2.349 3.823 -3.530
H 0.576 4.056 -3.481
H 1.304 2.987 -4.718
C 4.880 1.207 3.145
N 3.638 1.969 3.051
C 3.858 3.142 2.209
N 4.343 2.792 0.875
C 5.560 1.993 1.000
N 5.378 0.807 1.832
C 4.539 -0.193 1.221
P 2.821 0.492 0.882
C 2.523 1.162 2.609
C 3.327 2.110 0.103
H 4.725 0.321 3.764
H 5.631 1.837 3.624
H 4.605 3.770 2.696
H 2.931 3.712 2.121
H 6.333 2.611 1.456
H 5.905 1.695 0.007
H 4.435 -1.035 1.913
H 5.006 -0.584 0.316
H 2.386 0.323 3.292
H 1.619 1.770 2.635
H 2.436 2.744 0.028
H 3.687 1.930 -0.915
C -6.258 -0.388 3.273
C -5.998 0.592 2.170
C -6.080 0.209 0.834
C -5.897 1.121 -0.193
C -5.598 2.445 0.108
N -5.416 3.412 -0.922
C -4.623 3.304 -2.022
O -4.685 4.012 -2.990
N -3.661 2.234 -1.975
C -2.697 2.099 -1.022
C -2.567 2.951 0.087
C -1.569 2.714 1.010
C -0.696 1.655 0.829
N -0.797 0.842 -0.234
C -1.776 1.049 -1.123
C -5.519 2.846 1.438
C -5.722 1.927 2.453
H -6.179 -1.416 2.922
H -7.263 -0.257 3.675
H -5.562 -0.247 4.101
H -6.344 -0.814 0.592
H -6.028 0.815 -1.220
H -6.022 4.221 -0.942
H -3.468 1.851 -2.890
H -3.232 3.793 0.207
H -1.463 3.356 1.873
H 0.076 1.417 1.545
H -1.818 0.367 -1.967
H -5.323 3.884 1.673
H -5.684 2.260 3.482
```

Properties
Charge: +3
Frontier orbital gap in eV: 6.20
HOMO level in eV: -15.0
Molar mass in g/mol: 1162.19
Energy relative to the best compared isomer or geometry (same formula, charge and spin) in kcal/mol: 12.1
F_max in Eh/bohr: 0.0158

---

(8)
Below is a cluster of 3 separate species, C2H10N2S in total, with properties calculated with the ωB97M-V functional and the def2-TZVPD basis.

Geometry as XYZ:
```
15
Properties=species:S:1:pos:R:3
S -0.835 -0.204 2.289
H -1.655 0.339 3.173
N 0.437 1.646 0.229
C 0.953 0.376 -0.257
C -0.135 -0.344 -1.027
N 0.381 -1.636 -1.488
H 1.223 2.159 0.657
H -2.043 0.688 0.752
H -0.231 1.363 1.038
H 1.804 0.548 -0.939
H 1.269 -0.320 0.565
H -0.992 -0.451 -0.348
H -0.456 0.228 -1.925
H 0.582 -2.251 -0.666
H -0.302 -2.141 -2.055
```

Properties
Charge: +1
2S+1: 2
Frontier orbital gap (alpha / beta) in eV: 7.43 / 4.62
HOMO level (alpha / beta) in eV: -13.9 / -13.6
Molar mass in g/mol: 94.18
Energy relative to the best compared isomer or geometry (same formula, charge and spin) in kcal/mol: 92.5
⟨S²⟩: 0.836
F_max in Eh/bohr: 0.0813

---

(9)
Below is a structure of composition C42H59B3Cl2O11, with properties calculated with the ωB97M-V functional and the def2-TZVPD basis.

Geometry as XYZ:
```
117
Properties=species:S:1:pos:R:3
C -2.601 6.305 1.386
C -3.242 5.492 0.158
C -3.037 3.939 0.448
C -3.809 3.459 1.737
C -3.094 2.187 2.401
C -4.102 0.972 2.319
C -3.449 -0.445 2.539
C -3.975 -1.586 1.582
C -5.527 -1.532 1.242
C -5.715 -1.462 -0.329
C -5.445 -0.045 -0.965
C -3.914 0.269 -1.251
C -3.397 -0.700 -2.404
C -3.208 0.168 -3.710
C -3.290 -0.651 -5.067
C -1.851 -0.802 -5.698
C -0.885 -1.686 -4.798
C 0.647 -1.520 -5.239
B 1.138 -0.158 -4.522
O 1.278 -0.104 -3.098
B 1.194 1.279 -2.781
C 2.089 2.033 -1.694
C 2.567 0.937 -0.621
C 3.776 0.062 -1.160
C 3.783 -1.262 -0.314
C 4.917 -1.588 0.555
C 4.814 -2.829 1.342
C 3.626 -3.708 1.269
C 2.511 -3.380 0.365
C 2.621 -2.152 -0.409
O 0.238 2.017 -3.568
B 0.918 2.169 -4.814
C 1.161 3.591 -5.492
Cl -0.301 4.516 -5.967
C 2.429 4.061 -5.666
C 3.713 3.308 -5.240
Cl 2.547 5.688 -6.452
O 1.402 0.952 -5.376
H -1.966 7.153 1.033
H -3.434 6.626 2.062
H -1.979 5.573 1.966
H -2.673 5.763 -0.773
H -4.327 5.728 0.038
H -3.500 3.400 -0.426
H -1.946 3.667 0.445
H -4.863 3.223 1.416
H -3.889 4.244 2.537
H -2.189 1.935 1.791
H -2.856 2.390 3.478
H -4.694 1.079 1.378
H -4.842 1.117 3.164
H -2.343 -0.333 2.318
H -3.493 -0.781 3.612
H -3.413 -1.667 0.615
H -3.779 -2.561 2.119
H -6.107 -0.764 1.808
H -5.950 -2.534 1.554
H -5.046 -2.239 -0.776
H -6.789 -1.715 -0.561
H -5.931 0.802 -0.399
H -5.942 -0.042 -1.981
H -3.843 1.323 -1.644
H -3.279 0.242 -0.330
H -4.189 -1.467 -2.627
H -2.477 -1.277 -2.113
H -2.191 0.648 -3.669
H -4.013 0.944 -3.741
H -3.757 -1.663 -4.968
H -3.879 -0.012 -5.786
H -1.908 -1.285 -6.716
H -1.392 0.210 -5.855
H -0.947 -1.245 -3.762
H -1.196 -2.760 -4.764
H 0.641 -1.348 -6.354
H 1.262 -2.409 -4.953
H 1.461 2.786 -1.137
H 2.970 2.562 -2.164
H 1.648 0.317 -0.418
H 2.820 1.440 0.347
H 3.737 -0.118 -2.261
H 4.710 0.632 -0.912
H 5.813 -0.924 0.630
H 5.682 -3.069 2.005
H 3.557 -4.632 1.885
H 1.593 -4.004 0.282
H 1.813 -1.837 -1.113
H 3.648 2.195 -5.370
H 3.921 3.483 -4.146
H 4.591 3.696 -5.827
C 5.768 -8.391 1.159
C 5.859 -7.109 0.787
C 7.046 -6.282 1.133
O 7.084 -5.129 0.758
C 8.112 -6.898 1.921
C 8.023 -8.178 2.296
C 6.843 -9.018 1.925
O 6.810 -10.184 2.272
O 8.989 -8.769 3.023
O 4.883 -6.508 0.084
H 4.912 -9.003 0.912
H 8.960 -6.279 2.180
H 8.687 -9.688 3.160
H 5.185 -5.589 -0.064
C -0.523 4.652 7.504
C -0.541 4.550 6.171
C -0.643 3.223 5.491
O -0.675 3.177 4.275
C -0.696 2.025 6.326
C -0.674 2.126 7.659
C -0.599 3.455 8.340
O -0.601 3.502 9.556
O -0.719 1.038 8.449
O -0.469 5.637 5.380
H -0.451 5.606 8.008
H -0.752 1.070 5.822
H -0.692 1.379 9.365
H -0.503 5.297 4.465
```

Properties
Charge: 0
Frontier orbital gap in eV: 7.28
HOMO level in eV: -8.9
Molar mass in g/mol: 843.26
F_max in Eh/bohr: 0.0618

---

(10)
Below is the molecule C6H10, with properties calculated with the ωB97M-V functional and the def2-TZVPD basis.

Geometry as XYZ:
```
16
Properties=species:S:1:pos:R:3
C 1.311 -1.928 -1.007
C 1.513 -1.011 -0.069
C 0.473 -0.253 0.720
C -0.478 0.652 -0.046
C -1.307 0.235 -1.004
C -0.932 1.827 0.794
H 0.537 -1.691 -1.734
H 1.931 -2.776 -1.255
H 2.463 -1.153 0.450
H -0.002 -0.813 1.523
H 1.086 0.461 1.286
H -2.149 0.884 -1.204
H -1.265 -0.733 -1.481
H -1.189 1.394 1.762
H -0.164 2.598 0.855
H -1.828 2.308 0.410
```

Properties
Charge: 0
Frontier orbital gap in eV: 10.27
HOMO level in eV: -9.3
Molar mass in g/mol: 82.15
Energy relative to the best compared isomer or geometry (same formula, charge and spin) in kcal/mol: 48.2
Structure (SMILES): C=CCC(=C)C
F_max in Eh/bohr: 0.0672

---

> Look up the molar mass of the seventh one.

1162.19 g/mol

---

> What is the charge in the seventh record?

+3

---

> Which of these has the lowest F_max?

C22H36N4O3

---

> Look up the F_max of the fourth one.

0.0076 Eh/bohr